*one*
The following is a quantum chemistry calculation of a 2-piece molecular cluster, C3H7BrNO overall, from OMol25.

Summary:
E_LUMO (spin up / spin down)   -6.36 / -6.36 eV
HOMO level (spin up / spin down)   -14.40 / -14.40 eV

Structure (ORCA input):
```
! RIJCOSX wB97M-V def2-TZVPD def2/J DEFGRID3
* xyz 1 1
C -1.636 -0.742 -0.704
C -0.596 -0.044 0.082
C 2.282 -0.145 0.883
N 0.520 0.586 -0.540
O -0.611 -1.419 -0.028
Br 3.774 -0.074 -0.130
H -2.628 -0.838 -0.279
H -1.579 -0.746 -1.785
H -0.843 0.375 1.053
H 2.112 0.649 1.596
H 1.770 -1.097 0.969
H 0.542 1.599 -0.496
H 0.767 0.210 -1.451
*
```

---

*two*
The following is a quantum chemistry calculation of C3H7BrNO as an isolated structure, from OMol25.

Summary:
E_LUMO   -3.86 eV
HOMO level   -14.57 eV

Structure (ORCA input):
```
! RIJCOSX wB97M-V def2-TZVPD def2/J DEFGRID3
* xyz 1 1
C -1.006 0.277 -0.317
C -0.469 -1.130 -0.496
C 1.190 0.146 0.801
N 0.183 1.061 0.248
O 0.462 -1.450 0.515
Br 2.770 0.200 -0.165
H -1.486 0.589 -1.188
H -1.901 0.206 0.457
H -1.315 -1.959 -0.516
H -0.094 -1.339 -1.536
H 1.153 0.022 1.827
H 0.545 1.596 -0.569
H -0.030 1.779 0.941
*
```

---

It is *one* that is the least stable of them.

---

*one*
The following is a quantum chemistry calculation of C8H9OP in the gas phase, from OMol25.

Summary:
E_LUMO (spin up / spin down)   0.97 / -0.99 eV
HOMO level (spin up / spin down)   -6.56 / -8.96 eV

Structure (ORCA input):
```
! RIJCOSX wB97M-V def2-TZVPD def2/J DEFGRID3
* xyz 0 3
C 0.591 -2.233 1.284
C -0.698 -1.638 1.252
C 1.607 -1.647 0.647
C -0.905 -0.529 0.486
C 1.507 -0.464 -0.150
C 0.164 0.185 -0.080
C 2.571 -0.006 -0.870
C -2.349 2.448 -0.883
O 0.186 1.391 -0.503
P -0.535 2.718 -1.040
H 0.771 -3.224 1.624
H -1.516 -2.019 1.786
H 2.433 -2.360 0.622
H -1.897 -0.017 0.581
H 2.599 0.853 -1.372
H 3.517 -0.678 -0.996
H -2.354 2.108 0.090
H -2.741 1.713 -1.577
H -2.952 3.399 -0.900
*
```

---

*two*
The following is a quantum chemistry calculation of C8H9OP in the gas phase, from OMol25.

Summary:
E_LUMO (spin up / spin down)   0.56 / -2.07 eV
HOMO level (spin up / spin down)   -6.75 / -9.55 eV

Structure (ORCA input):
```
! RIJCOSX wB97M-V def2-TZVPD def2/J DEFGRID3
* xyz 0 3
C -1.083 1.283 2.207
C -0.830 2.164 1.086
C -0.946 -0.095 1.964
C -0.587 1.569 -0.163
C -0.541 -0.584 0.741
C -0.349 0.254 -0.394
C 2.044 -1.231 -0.969
C 0.863 -1.454 -1.784
O -1.656 -0.478 -2.785
P -0.344 -0.359 -2.065
H -1.292 1.748 3.084
H -0.902 3.193 1.381
H -1.242 -0.697 2.767
H -0.601 2.234 -1.060
H -0.334 -1.623 0.576
H 2.206 -0.166 -0.777
H 1.756 -1.673 0.070
H 2.978 -1.765 -1.391
H 0.860 -2.320 -2.489
*
```

---

It is *two* that is the least stable of them.

---

*one*
The following is a quantum chemistry calculation of C34H28Br2N11O3RbS2Se as an isolated structure, from OMol25.

Summary:
E_LUMO   3.68 eV
HOMO level   -2.08 eV

Structure (ORCA input):
```
! RIJCOSX wB97M-V def2-TZVPD def2/J DEFGRID3
* xyz -2 1
Rb -0.129 0.977 -0.162
C -3.722 -2.116 2.410
C -2.659 -1.780 1.395
N -1.428 -1.616 1.684
N -1.113 -1.611 3.030
C -0.241 -2.487 3.426
N 0.205 -2.278 4.741
S 0.373 -3.880 2.628
C -3.095 -1.614 -0.017
C -4.358 -2.065 -0.418
C -4.781 -1.848 -1.717
C -3.941 -1.178 -2.588
C -2.701 -0.771 -2.112
N -2.282 -0.981 -0.869
H -3.281 -2.110 3.402
H -4.541 -1.394 2.369
H -4.137 -3.108 2.217
H -0.390 -1.647 5.259
H 0.456 -3.129 5.214
H -5.003 -2.577 0.280
H -5.759 -2.191 -2.036
H -4.219 -0.960 -3.611
H -2.008 -0.241 -2.751
C 2.129 1.177 3.759
C 1.532 2.508 3.393
C 2.103 3.716 3.850
C 1.532 4.907 3.500
C 0.369 4.926 2.695
C -0.278 6.100 2.246
Br 0.385 7.823 2.734
C -1.388 6.019 1.446
C -1.912 4.786 1.085
Br -3.468 4.750 -0.009
C -1.393 3.539 1.516
O -1.893 2.427 1.263
C -0.150 3.662 2.318
N 0.448 2.499 2.655
H 3.220 1.194 3.714
H 1.751 0.401 3.096
H 1.847 0.899 4.779
H 2.995 3.687 4.465
H 1.965 5.844 3.827
H -1.871 6.919 1.088
N -4.559 3.007 -6.937
C -3.449 2.792 -6.092
C -2.177 2.617 -6.629
C -1.083 2.435 -5.797
C -1.247 2.434 -4.424
C -2.510 2.632 -3.878
C -3.604 2.807 -4.706
S 0.132 2.145 -3.322
O -0.237 2.844 -2.107
O 1.327 2.569 -4.009
N 0.088 0.607 -2.934
C 0.457 -0.357 -3.799
N 0.583 -1.593 -3.250
C 0.946 -2.576 -4.045
C 1.181 -2.409 -5.406
C 0.987 -1.125 -5.882
N 0.630 -0.107 -5.118
H -4.456 2.558 -7.835
H -5.429 2.725 -6.509
H -2.045 2.622 -7.706
H -0.094 2.280 -6.204
H -2.626 2.666 -2.801
H -4.586 2.967 -4.274
H 1.064 -3.550 -3.575
H 1.485 -3.225 -6.045
H 1.125 -0.900 -6.939
Se 1.419 -2.231 -0.045
N 2.274 -0.832 0.592
C 3.577 -1.126 0.533
C 4.616 -0.260 0.972
C 5.911 -0.662 0.846
C 6.239 -1.930 0.282
C 5.270 -2.782 -0.150
C 3.907 -2.395 -0.037
N 2.865 -3.132 -0.440
H 4.348 0.700 1.393
H 6.713 -0.013 1.176
H 7.283 -2.210 0.201
H 5.498 -3.748 -0.582
*
```

---

*two*
The following is a quantum chemistry calculation of C34H28Br2N11O3RbS2Se as an isolated structure, from OMol25.

Summary:
E_LUMO   3.72 eV
HOMO level   -2.09 eV

Structure (ORCA input):
```
! RIJCOSX wB97M-V def2-TZVPD def2/J DEFGRID3
* xyz -2 1
Rb -0.483 0.391 0.555
C -2.565 5.497 1.543
C -2.206 4.154 0.953
N -2.484 3.028 1.513
N -3.045 3.116 2.743
C -3.618 2.007 3.178
N -4.007 2.116 4.514
S -3.935 0.537 2.397
C -1.427 4.147 -0.304
C -0.871 5.334 -0.804
C -0.068 5.298 -1.929
C 0.167 4.084 -2.552
C -0.440 2.961 -2.009
N -1.216 2.984 -0.935
H -3.263 5.349 2.360
H -3.011 6.146 0.785
H -1.679 6.006 1.937
H -4.083 3.069 4.837
H -4.750 1.490 4.773
H -1.042 6.271 -0.294
H 0.383 6.209 -2.304
H 0.811 3.991 -3.416
H -0.276 1.985 -2.454
C -0.491 -1.517 -2.998
C 0.826 -0.811 -3.145
C 1.616 -0.981 -4.299
C 2.821 -0.341 -4.394
C 3.267 0.476 -3.336
C 4.506 1.165 -3.316
Br 5.708 1.049 -4.795
C 4.865 1.919 -2.231
C 4.025 2.031 -1.129
Br 4.593 3.109 0.333
C 2.749 1.421 -1.031
O 1.967 1.522 -0.069
C 2.404 0.598 -2.216
N 1.217 -0.038 -2.154
H -0.690 -2.172 -3.847
H -1.300 -0.787 -2.936
H -0.495 -2.112 -2.082
H 1.263 -1.622 -5.097
H 3.445 -0.462 -5.270
H 5.814 2.438 -2.220
N 5.468 -5.557 2.645
C 4.171 -5.098 2.320
C 3.048 -5.713 2.862
C 1.778 -5.230 2.575
C 1.624 -4.142 1.740
C 2.740 -3.515 1.201
C 4.006 -3.987 1.493
S 0.008 -3.502 1.341
O -0.965 -4.395 1.931
O -0.023 -3.402 -0.108
N -0.005 -2.022 1.887
C 0.167 -1.710 3.181
N 0.118 -0.370 3.430
C 0.296 0.022 4.671
C 0.544 -0.864 5.718
C 0.582 -2.199 5.367
N 0.395 -2.643 4.133
H 5.489 -6.549 2.832
H 6.145 -5.330 1.930
H 3.169 -6.563 3.525
H 0.897 -5.683 3.009
H 2.608 -2.654 0.557
H 4.877 -3.489 1.080
H 0.232 1.092 4.847
H 0.688 -0.528 6.735
H 0.769 -2.962 6.120
Se -3.351 -2.493 -0.429
N -3.049 -0.757 -0.616
C -3.610 -0.391 -1.751
C -3.582 0.949 -2.250
C -4.163 1.203 -3.448
C -4.809 0.168 -4.203
C -4.876 -1.111 -3.754
C -4.273 -1.433 -2.500
N -4.250 -2.637 -1.955
H -3.091 1.703 -1.646
H -4.150 2.208 -3.852
H -5.255 0.427 -5.156
H -5.367 -1.897 -4.313
*
```

---

It is *one* that is the least stable of them.

---

*one*
The following is a quantum chemistry calculation of C4H4O in the gas phase, from OMol25.

Summary:
E_LUMO   1.07 eV
Structure (SMILES)   C#C[C@H]1CO1
HOMO level   -9.85 eV

Structure (ORCA input):
```
! RIJCOSX wB97M-V def2-TZVPD def2/J DEFGRID3
* xyz 0 1
C -1.786 -1.350 0.443
C -0.726 -0.822 0.230
C 0.560 -0.220 -0.054
C 0.867 1.257 -0.333
O 1.056 0.715 0.910
H -2.730 -1.807 0.645
H 1.333 -0.889 -0.417
H -0.261 1.521 -0.453
H 1.695 1.544 -0.964
*
```

---

*two*
The following is a quantum chemistry calculation of C4H4O as an isolated structure, from OMol25.

Summary:
E_LUMO   -1.44 eV
HOMO level   -9.82 eV

Structure (ORCA input):
```
! RIJCOSX wB97M-V def2-TZVPD def2/J DEFGRID3
* xyz 0 1
C -1.106 -0.401 -0.080
C 0.071 0.413 0.322
C 1.479 -0.013 0.144
C 1.317 0.155 -1.200
O 2.620 0.367 0.501
H -0.108 1.357 0.831
H -1.968 0.228 -0.309
H -1.398 -1.068 0.739
H -0.907 -1.037 -0.947
*
```

---

It is *two* that is the least stable of them.